(1)
11
Properties=species:S:1:pos:R:3:forces:R:3:mulliken_charge:R:1 method="wB97M-V/def2-TZVPD" lumo_energy_ev=0.29 gap_ev=10.50 e_above_lowest_kj_mol=300.3 homo_energy_ev=-10.2186 e_tot_ev=-7300.5654 total_charge=0
O -1.2971 0.2146 -1.3294 -0.9 -3.7 0.6 -0.437
O -2.1097 -0.0362 0.8445 -0.6 -0.1 -1.7 -0.524
C 1.1479 -0.3697 -0.1279 0.2 -0.5 -0.3 -1.314
C 0.1893 0.6009 0.5294 -2.2 -0.6 -0.7 -0.056
C -1.2791 0.2217 -0.0084 2.3 4.1 6.0 0.412
H 1.0241 -0.3548 -1.2167 0.2 0.2 0.2 0.356
H 0.2960 1.6419 0.2202 0.5 0.0 0.3 0.276
H -1.1341 -0.7853 -0.7688 -0.2 -0.1 -4.5 0.346
H 0.0641 0.4642 1.6028 0.5 0.3 -0.1 0.269
H 0.9015 -1.4055 0.1632 0.2 0.3 0.2 0.341
H 2.1970 -0.1918 0.0912 0.0 0.0 0.1 0.332

***

(2)
46
Properties=species:S:1:pos:R:3:forces:R:3:mulliken_charge:R:1 method="wB97M-V/def2-TZVPD" lumo_energy_ev=-0.12 gap_ev=8.68 e_above_lowest_kj_mol=157.9 homo_energy_ev=-8.8014 e_tot_ev=-52191.2540 total_charge=0
S 1.8654 3.7921 -0.1048 0.2 0.3 0.1 -0.247
S -0.4099 -0.8675 1.0446 -0.2 1.0 -0.1 -0.256
O -0.5929 1.4572 -3.6661 -0.2 0.0 -0.2 -0.680
O 3.7034 1.5545 1.9714 0.2 0.1 0.1 -0.596
N 1.6188 0.7411 1.8816 0.3 -0.5 0.6 -0.024
N 0.6329 2.4359 -2.0258 0.0 0.1 -0.1 0.017
N -0.3543 1.6911 0.9820 1.3 0.5 0.7 -0.022
N -1.5054 1.3490 0.4196 -1.4 0.0 -0.7 -0.845
N 2.1460 1.2501 -0.7172 0.3 0.2 -0.3 -0.333
C 1.9532 -2.3703 -1.0962 0.1 0.1 0.0 -0.575
C 3.6962 -0.9777 -0.1986 -0.1 0.1 -0.1 -0.191
C -1.7230 0.0910 0.3465 0.7 -0.7 0.4 0.487
C -5.4226 -0.5345 -0.3981 0.2 0.2 0.1 -1.582
C 1.8255 0.1053 -1.3946 -0.6 0.4 -0.6 0.683
C 0.2458 1.3266 -2.8027 0.1 0.1 0.2 -0.092
C 2.5004 -1.1016 -0.9068 0.2 -0.4 0.1 0.939
C -4.2194 -0.0099 0.3784 0.0 -0.3 0.0 0.670
C 1.9695 3.1652 1.6139 -0.2 0.4 -0.4 -0.453
C 1.5287 2.3350 -1.0266 0.2 0.0 0.2 0.120
C 2.5944 -3.4872 -0.5953 0.0 -0.1 0.0 -0.811
C -4.2934 -0.4353 1.8419 0.0 0.2 -0.2 -1.370
C 2.5370 1.7788 1.7807 0.0 0.0 0.2 0.299
C 4.3342 -2.0991 0.2967 0.1 -0.1 0.1 -0.706
C 0.9232 0.1167 -2.4180 0.2 -0.2 0.2 -0.600
C 3.7867 -3.3563 0.0989 0.0 0.0 0.0 -0.458
C 0.3607 0.6856 1.3580 -0.8 -0.9 -0.2 0.325
C -2.9207 -0.5261 -0.2648 -0.5 0.2 -0.1 -0.833
H -2.8621 -1.6116 -0.1692 -0.1 0.0 -0.1 0.443
H -5.4455 -1.6222 -0.3766 0.0 -0.2 0.0 0.343
H 5.2601 -1.9893 0.8410 0.1 0.0 0.0 0.425
H 2.1599 -4.4648 -0.7437 0.0 -0.1 0.0 0.409
H 0.9589 3.2222 2.0152 0.2 0.0 0.1 0.315
H -4.2816 -1.5205 1.9260 0.0 -0.2 0.0 0.312
H -4.2049 1.0826 0.3264 0.0 -0.1 0.0 0.313
H 4.1145 0.0042 -0.0424 0.0 0.1 0.0 0.450
H -6.3450 -0.1640 0.0418 -0.1 0.0 0.0 0.412
H 1.0135 -2.4827 -1.6152 -0.1 0.0 0.0 0.320
H -2.9245 -0.2705 -1.3283 0.0 -0.1 0.0 0.321
H -5.2091 -0.0664 2.2970 -0.1 0.0 0.1 0.421
H 0.6754 -0.7727 -2.9725 0.0 -0.1 -0.1 0.527
H -3.4511 -0.0359 2.4027 0.1 0.0 0.1 0.318
H -5.3831 -0.2101 -1.4350 0.0 0.0 -0.1 0.388
H 4.2842 -4.2324 0.4874 0.0 -0.1 0.0 0.401
H 0.1589 3.3139 -2.2041 0.0 -0.2 0.1 0.251
H 2.6366 3.8679 2.1142 0.0 -0.2 0.0 0.455
H 2.0642 -0.1575 2.0366 0.0 0.2 0.0 0.305

***

(3)
39
Properties=species:S:1:pos:R:3:forces:R:3:mulliken_charge:R:1 method="wB97M-V/def2-TZVPD" lumo_energy_ev="-3.73 / -3.73" gap_ev="6.67 / 6.67" e_above_lowest_kj_mol=120.5 homo_energy_ev="-10.3983 / -10.3978" e_tot_ev=-35105.2514 total_charge=+1
Ir 0.7531 -0.0074 0.0240 0.9 -1.0 0.3 0.175
Si 0.7383 1.9026 -1.2270 0.0 0.2 -0.2 0.554
O -1.1931 2.8028 0.8737 0.3 0.2 -0.2 -0.274
O -3.1329 0.5452 0.5382 0.0 0.0 0.0 -0.589
N -0.8568 0.5139 0.9668 0.1 0.2 -0.2 0.005
N 1.6471 1.0419 1.5348 -0.7 0.5 -0.1 0.007
N -0.4822 -1.1973 -1.0993 -0.6 0.7 0.2 -0.063
C -0.6954 1.6659 1.7423 0.0 -0.4 0.0 -1.528
C 2.9320 1.0933 1.9065 0.0 0.0 0.0 -0.090
C 2.3738 2.8205 -1.1970 -0.1 0.0 0.1 -1.093
C 0.1630 1.7088 -2.9985 0.0 0.0 0.1 -1.162
C -1.7642 -0.9500 -0.7317 0.0 0.1 0.1 0.670
C -2.8196 -1.6450 -1.2724 0.0 -0.1 -0.1 -0.607
C -2.5550 -2.6386 -2.2103 0.0 0.0 0.0 -0.280
C 0.7195 1.8880 2.0896 0.1 -0.1 -0.1 1.331
C 3.3975 2.0502 2.7778 -0.1 0.0 0.0 -0.680
C -0.5615 3.1392 -0.4708 -0.1 0.0 0.3 -0.699
C 1.1563 2.8935 2.9503 -0.1 0.0 0.1 -0.724
C -1.2440 -2.8928 -2.5740 0.0 0.1 0.0 -0.708
C -2.0217 0.1337 0.3256 0.2 -0.3 0.0 0.138
C 2.4933 2.9870 3.2751 0.1 0.0 0.0 -0.321
C -0.2292 -2.1411 -2.0010 0.0 -0.1 -0.1 0.020
H 3.1791 2.2310 -1.6391 0.0 0.0 0.0 0.319
H 0.8259 1.0474 -3.5588 0.0 0.0 0.0 0.337
H 0.4303 3.5528 3.4076 0.0 0.0 0.0 0.437
H 2.6747 3.0952 -0.1837 0.0 0.0 0.0 0.329
H -3.3647 -3.2048 -2.6501 0.0 0.0 0.0 0.453
H 2.8345 3.7622 3.9481 0.0 0.0 0.0 0.461
H -0.9985 -3.6564 -3.2974 0.0 0.0 0.0 0.410
H 4.4402 2.0710 3.0568 0.0 0.0 0.0 0.413
H -1.3700 3.5852 1.4131 -0.1 0.0 0.0 0.480
H -0.0999 4.1171 -0.3342 0.0 0.0 0.0 0.477
H 2.2836 3.7387 -1.7833 0.0 0.0 0.0 0.358
H -3.8221 -1.4014 -0.9493 0.0 0.0 0.0 0.500
H -1.4333 3.2383 -1.1146 0.1 0.0 -0.1 0.401
H 0.1640 2.6786 -3.5021 0.0 0.0 0.0 0.383
H 3.5861 0.3565 1.4568 0.0 0.0 0.0 0.382
H -0.8484 1.3006 -3.0561 0.0 0.0 0.0 0.334
H 0.8088 -2.2893 -2.2680 0.0 0.0 0.0 0.445

***

(4)
47
Properties=species:S:1:pos:R:3:forces:R:3:lowdin_spin:R:1 method="wB97M-V/def2-TZVPD" lumo_energy_ev="-14.58 / -17.81" gap_ev="8.30 / 5.54" homo_energy_ev="-22.8866 / -23.3411" e_tot_ev=-46922.2168 total_charge=+4 multiplicity=6
Ir -0.0062 -0.0002 -0.5518 0.0 0.0 -0.1 1.452
F 1.4476 -2.3594 0.9868 0.1 -0.2 -0.3 0.006
F 2.8668 -3.6052 -0.3796 -0.2 0.1 0.1 0.001
F -1.5176 2.4300 0.9373 0.0 0.1 -0.3 0.005
F -2.9004 3.6229 -0.5118 0.2 -0.1 0.0 0.001
O 0.8592 -2.8094 -1.2416 0.6 -0.1 0.2 0.038
O -2.8744 0.6711 -0.7583 0.1 -0.1 0.1 0.505
O -0.8590 2.8144 -1.2880 -0.5 0.1 0.3 0.041
O 2.8648 -0.6695 -0.7339 -0.2 0.2 0.1 0.504
N 0.0235 0.0069 1.8492 0.0 0.0 -0.1 0.269
N 2.0318 0.2525 -0.8222 0.0 0.0 -0.2 0.072
N -0.1862 -1.9851 -1.0604 -0.5 0.3 0.1 0.153
N 0.1623 0.0479 7.2007 0.0 0.0 0.0 0.442
N -2.0443 -0.2556 -0.8063 0.0 0.0 -0.2 0.071
N 0.1734 1.9757 -1.0813 0.4 -0.2 0.1 0.155
C -2.4559 -1.4600 -1.3065 -0.1 0.3 0.1 0.246
C 0.1249 0.0236 6.0160 -0.1 -0.2 0.0 0.148
C -0.4539 -1.0583 2.5309 0.0 0.1 0.3 -0.019
C -1.5862 -3.7870 -1.9940 0.0 0.0 0.0 0.006
C 2.4412 1.4470 -1.3512 0.1 -0.3 0.1 0.243
C -0.4537 -1.1140 3.9122 0.0 -0.1 -0.3 0.105
C -3.8271 -1.7258 -1.7141 0.0 0.0 0.0 0.051
C 1.5063 3.7632 -2.0767 0.0 0.0 0.0 0.007
C 3.8146 1.7059 -1.7569 0.0 0.0 0.0 0.051
C 0.0799 -0.0033 4.6264 -0.1 -0.2 0.1 0.088
C 1.3399 2.4199 -1.4988 -0.4 0.1 0.1 0.058
C -1.3569 -2.4402 -1.4446 0.3 -0.1 0.0 0.057
C 0.5818 1.1026 3.9055 0.1 0.2 -0.5 0.144
C 0.5264 1.0531 2.5151 0.1 0.2 0.3 -0.010
B -1.8355 2.9591 -0.2465 0.2 -0.2 0.0 0.005
B 1.7964 -2.9296 -0.1697 -0.1 0.1 -0.1 0.005
H -0.8422 -1.8880 1.9603 0.0 0.0 0.0 -0.001
H -2.4798 -4.2406 -1.5584 0.0 0.0 0.0 0.001
H -0.8536 -1.9925 4.4056 0.0 0.1 0.2 0.003
H 4.1677 2.6497 -1.3180 0.0 0.0 0.0 0.019
H 0.9048 1.8979 1.9582 0.0 0.0 -0.1 -0.001
H -4.1832 -2.6628 -1.2645 0.0 0.0 0.0 0.018
H -4.5039 -0.9099 -1.4791 0.0 0.0 0.0 0.001
H 3.8496 1.8879 -2.8454 0.0 0.0 0.0 0.023
H 1.1210 4.5274 -1.3928 0.0 0.0 0.0 0.003
H 2.5373 3.9873 -2.3296 0.0 0.0 0.0 0.000
H -3.8588 -1.9209 -2.7999 0.0 0.0 0.0 0.023
H -1.7845 -3.6920 -3.0721 0.0 0.0 0.0 0.005
H 4.4901 0.8929 -1.5094 0.0 0.0 0.0 0.001
H 0.8812 3.8417 -2.9762 0.0 0.0 0.0 0.004
H 1.0016 1.9705 4.4005 0.0 0.0 0.1 0.004
H -0.7308 -4.4417 -1.8649 0.0 0.0 0.0 0.000